A structure of composition C37H44CsF6N5O8S3Si in a non-equilibrium geometry, computed with ωB97M-V with the def2-TZVPD basis set.

Its electronic energy is -120155.0177 eV. The calculation puts the molar mass at 1057.97 g mol⁻¹. The total charge is -2. Its HOMO energy is -0.0381 Ha. The energy above the lowest of the compared OMol25 structures with the same formula, charge and spin comes out at 378.2 kJ/mol. The calculation puts the strongest force on any atom at 3.28 eV Å⁻¹.

Atoms and positions in Å:
Cs: 0.137596 1.020098 0.307351
S: 2.441954 2.859560 2.080915
S: 1.173082 4.569240 0.424402
S: -0.436182 1.367878 -4.103870
Si: 1.651649 -2.122560 0.077592
F: 4.619059 1.820987 3.087612
F: 1.588173 3.512021 -1.987247
F: 2.370683 5.515095 -1.768207
F: 4.465325 3.953261 3.415404
F: 3.416821 3.850891 -0.886608
F: 5.002021 3.194305 1.462896
O: 0.202500 3.509055 0.339714
O: 1.496579 -3.794400 0.079965
O: 0.337963 -1.322018 -0.145848
O: 0.765038 5.938863 0.361089
O: 2.798881 -1.765129 -1.078402
O: 2.378790 1.912342 0.997431
O: 2.453002 -1.847460 1.516938
O: 1.793074 2.516052 3.310088
N: -3.021160 2.557492 -0.810867
N: -1.606156 1.724943 -2.949228
N: 2.189614 4.356308 1.616847
N: -2.517173 1.529349 3.709511
N: -2.732318 3.319694 -4.295186
C: -5.465490 -1.872610 2.106999
C: 4.233982 2.974696 2.531913
C: -2.504103 3.730899 -6.657286
C: -3.416748 0.038980 1.431044
C: -5.185170 -1.563154 0.776848
C: -5.598954 3.510252 -1.153084
C: 0.570381 -4.493606 -0.736572
C: -1.183279 1.318262 5.691764
C: -1.855673 3.515087 -7.869117
C: 2.202657 4.341313 -1.140515
C: 2.649343 -3.609202 3.116725
C: -2.086382 3.081732 -5.505597
C: 4.606775 -0.402882 -0.231211
C: 0.707877 -4.046621 -2.191951
C: -5.111996 3.225924 0.108869
C: 2.040724 -2.238785 2.818949
C: -4.774263 3.320279 -2.254053
C: -4.200064 -0.632012 0.472870
C: 0.520880 -2.292432 2.945115
C: -0.796537 2.628849 -7.932951
C: 4.820845 -2.907112 -0.398955
C: 4.667949 -1.509766 -2.469405
C: -1.588555 -0.001582 5.833295
C: -2.525612 2.581797 -3.136632
C: -3.808923 2.742940 0.237526
C: -2.890625 0.248129 3.824360
C: 0.928529 -5.972092 -0.605428
C: -2.449182 -0.538288 4.896142
C: -1.686354 2.030547 4.613060
C: -0.387002 1.964110 -6.780397
C: -0.853587 -4.242373 -0.246613
C: -1.008740 2.189930 -5.564756
C: -3.732187 -0.330164 2.750779
C: -4.724384 -1.252157 3.100039
C: 2.600045 -1.186551 3.774703
C: 4.204904 -1.650317 -1.018824
C: -3.483798 2.843373 -2.022521
H: 0.102522 -3.056219 2.292839
H: 0.028815 -4.610849 -2.837062
H: 0.237684 -2.513000 3.977873
H: -2.743377 -1.579279 4.945627
H: 0.851647 -6.277940 0.438969
H: -3.431464 4.039095 -4.271093
H: -3.340568 4.418356 -6.600838
H: 1.954015 -6.137380 -0.938686
H: 2.339552 -4.318926 2.350863
H: -5.150826 3.493198 -3.254099
H: -1.390624 3.064500 4.460618
H: 2.153363 -0.212902 3.574052
H: 4.276486 -0.484946 0.800551
H: -4.942707 -1.471260 4.143746
H: 4.499993 -3.788897 -0.955706
H: 1.733494 -4.196599 -2.533805
H: 0.080370 -1.338008 2.660153
H: 4.488569 -3.013835 0.631281
H: -4.026356 -0.422359 -0.583766
H: -1.215255 -0.612653 6.647870
H: -1.035475 -3.169701 -0.196638
H: 3.680037 -1.102513 3.640885
H: 5.913528 -2.852734 -0.417515
H: 2.393335 -1.454581 4.814130
H: 0.469564 -2.986118 -2.276159
H: -3.391610 2.449385 1.193965
H: -0.987721 -4.666503 0.751756
H: 4.187736 -0.642744 -2.922529
H: -2.188194 4.040950 -8.755193
H: -6.614413 3.864230 -1.289516
H: 5.692874 -0.267881 -0.253851
H: -1.582626 -4.705160 -0.915471
H: -0.485859 1.779810 6.376859
H: 3.739520 -3.542959 3.113491
H: 0.256681 -6.592206 -1.202691
H: 0.440067 1.266102 -6.822229
H: 2.325717 -3.970425 4.097212
H: -5.738757 -2.059811 -0.016226
H: -6.244491 -2.583914 2.362477
H: 4.382099 -2.396164 -3.037712
H: -0.285333 2.448279 -8.869195
H: 5.751900 -1.384987 -2.526610
H: -5.726424 3.348893 0.990231
H: 4.136394 0.479399 -0.666247

Atomic forces in eV per Å
-3.131 -0.945 -0.251
0.290 0.275 0.061
0.160 0.045 -0.015
-0.086 0.140 -0.076
0.193 -0.179 0.072
-0.077 0.017 -0.046
0.001 0.052 0.083
-0.041 -0.016 0.046
-0.079 -0.009 -0.010
-0.027 0.020 0.030
-0.081 0.013 -0.002
0.034 2.679 -0.066
0.035 -0.096 0.036
0.361 -2.561 -0.642
0.011 0.048 0.066
0.041 0.173 0.032
1.998 0.630 0.727
0.011 0.014 -0.091
0.040 0.048 0.061
0.172 0.140 -0.179
-0.152 0.038 -0.125
0.001 -0.040 -0.028
-0.021 0.078 -0.013
0.047 -0.012 0.117
-0.023 -0.016 -0.026
0.104 0.003 0.017
0.027 -0.029 -0.009
0.052 -0.057 -0.165
-0.066 -0.069 0.057
0.003 -0.015 0.097
-0.087 -0.054 -0.080
-0.021 -0.046 0.011
0.016 -0.011 -0.010
0.043 -0.010 -0.104
-0.031 0.012 0.084
0.082 -0.045 -0.090
0.043 -0.035 -0.065
0.006 -0.017 -0.015
-0.032 0.012 -0.048
0.034 0.074 0.086
0.161 -0.073 0.039
-0.021 0.008 -0.008
0.037 0.046 0.050
-0.024 0.025 -0.020
0.028 0.063 -0.041
0.003 -0.024 0.051
0.031 0.055 0.018
0.239 -0.116 0.055
-0.045 0.013 0.062
-0.021 -0.020 0.096
-0.014 0.055 -0.011
0.040 -0.029 0.005
0.070 0.039 0.069
-0.023 0.000 0.025
-0.005 -0.059 0.063
-0.009 0.010 -0.027
0.074 0.003 0.040
-0.115 -0.033 -0.009
-0.021 -0.067 -0.006
0.059 -0.073 -0.052
-0.158 -0.031 0.124
-0.043 -0.059 -0.040
0.000 -0.019 0.012
0.002 -0.002 -0.003
-0.002 0.029 -0.010
0.003 -0.005 0.034
0.011 -0.008 0.035
-0.016 0.010 0.007
0.050 -0.011 -0.020
-0.024 -0.022 -0.020
0.001 -0.013 -0.022
0.013 0.013 0.015
-0.023 0.032 -0.013
-0.028 -0.012 0.082
0.023 -0.009 0.011
-0.016 -0.030 -0.021
0.033 -0.001 -0.017
-0.063 0.029 0.011
-0.019 -0.010 0.065
0.009 -0.002 -0.067
0.012 0.008 0.005
-0.036 0.047 -0.026
0.039 0.000 -0.007
-0.002 0.012 -0.006
-0.008 -0.009 0.011
-0.030 0.034 -0.013
-0.010 0.013 0.053
0.004 0.004 0.022
-0.019 0.039 -0.013
0.004 -0.004 0.001
0.005 -0.006 0.009
-0.008 -0.006 0.004
-0.025 -0.039 -0.028
0.032 0.011 0.015
0.036 0.005 -0.016
-0.032 -0.015 -0.022
0.022 -0.022 -0.001
0.011 -0.001 0.007
-0.036 -0.012 -0.036
-0.004 -0.003 -0.008
-0.016 -0.031 -0.018
0.006 -0.001 -0.014
0.027 -0.003 0.005
-0.008 0.004 0.012
-0.014 0.025 -0.023